# 1
The following is a quantum chemistry calculation of a structure of composition C29H52Br8ClN5O3P at a distorted geometry, from the Open Molecules 2025 dataset.

Structure (XYZ):
```
99
Properties=species:S:1:pos:R:3:mulliken_charge:R:1
C -6.67459 0.49961 -3.31134 -0.411
H -4.63496 3.47729 0.92416 0.215
C -8.14896 1.80875 -1.20516 -0.428
H 1.64787 -2.19967 -3.86820 0.295
H 0.45607 -5.35497 2.19406 0.462
C -6.92220 1.39310 -0.19965 -0.332
Br -1.26337 -6.16840 0.61621 -0.160
H -6.60053 0.19056 -4.43936 0.301
C -5.57952 0.54960 -0.72993 -0.096
C -0.42616 -3.54706 1.42084 -0.627
C 6.05243 -0.33945 5.23737 -0.555
H 7.14103 -2.00402 6.06772 0.379
H -1.45055 1.80281 5.69834 0.378
C 0.12108 -4.94348 1.23779 -0.627
C -1.05655 -0.30321 -2.80662 -0.314
C 4.79585 -0.49137 0.05238 -0.015
H -2.81042 0.01237 -1.08478 0.069
H -0.35869 2.39029 3.59241 0.246
N 5.14482 -1.88679 -0.42269 -0.014
H 4.10024 3.65600 -0.18515 0.266
H 1.53064 4.23364 0.89475 0.255
H -4.76435 0.35257 0.10488 0.168
C 3.49576 -2.24588 -2.48067 -0.557
H -8.89047 1.66764 -3.50132 0.285
C -5.39832 0.06863 -2.32001 -0.104
H -3.49459 -1.71753 -0.75623 0.493
H -3.65869 4.92229 1.29241 0.418
H -9.04175 2.42848 -0.76895 0.318
H -3.06384 3.78804 3.57933 0.330
H 3.64889 -0.26296 0.09308 -0.053
H 3.02447 -2.57608 -0.23827 0.142
Br 1.11364 0.44850 3.17998 -0.056
H -3.82830 3.80062 -2.77334 0.333
O -3.78506 2.79014 -2.92138 -0.482
Br 4.97472 0.06321 3.66260 -0.037
H 2.71984 2.37073 0.31924 0.087
H 6.65086 -2.25913 4.37319 0.294
H 4.09746 -2.81756 -3.32851 0.410
H 6.97281 0.23659 5.10667 0.349
C -3.04720 -1.03867 -1.59760 -1.068
H 3.80828 -3.90896 1.58472 0.222
C -0.50358 1.33049 3.82087 -0.503
P -2.12590 2.23388 -2.85414 0.441
H -3.93580 0.80565 -4.61377 0.386
C 3.94799 -2.64300 -0.95564 -0.358
H 3.64735 1.90481 -2.12002 0.263
O 6.86829 -2.88965 1.04938 -0.584
H 0.27878 -2.92685 1.98187 0.289
Br -0.64282 -2.64304 -0.29376 0.267
C 2.98799 3.29693 -0.37643 -0.222
N -1.90670 0.64169 -3.62492 0.414
C -4.05794 -0.72038 -2.84790 1.728
C 1.11630 -1.22904 -1.76757 0.068
N 0.29820 -0.21063 -2.58895 0.520
C -3.80358 3.86249 1.52087 -0.558
H 3.80395 -2.19249 2.36227 -0.031
H -1.96910 -2.23431 -2.94517 0.271
C -3.98632 3.65766 3.00667 -0.589
C 2.81158 2.71562 -1.93199 -0.570
H 0.54099 2.91058 -1.96971 -0.212
H 2.17605 0.48488 -3.42759 0.297
H -6.96048 1.73262 0.94036 0.248
H -1.39933 -3.52412 1.91888 0.409
H 0.52748 -1.65779 -0.85101 0.440
Br -4.64971 1.86549 3.39592 -0.158
Br 4.80957 -2.81806 5.96745 -0.113
C 1.84375 -2.37341 -2.70823 -0.458
C 1.10332 0.93560 -3.18659 -0.902
N -1.74608 -1.53671 -2.18660 -0.024
Cl -1.09340 3.59177 -4.19001 -0.311
O -4.53945 -2.04725 -3.35490 -0.620
C -3.23037 0.03964 -4.04088 -1.262
H 1.18214 1.44675 -0.96575 -0.074
C 5.56862 -2.62918 0.86075 0.342
H 5.50796 0.04590 6.10396 0.372
H -4.75055 4.33481 3.39834 0.397
C 4.53221 -3.08395 2.05359 -0.296
H 4.26289 -3.79258 -0.97533 0.428
H 1.57167 -3.47562 -2.39844 0.204
C -0.68632 1.12566 5.30667 -0.588
H 3.73439 -1.09217 -2.66231 0.084
H 1.31495 4.58098 -0.79038 0.255
N 2.00211 4.39053 -0.02843 -0.580
H 2.96752 3.64000 -2.63325 0.307
C 6.35662 -1.81663 5.32884 -0.597
Br -1.34971 -0.66651 5.69592 -0.153
H 0.23616 1.25604 5.87933 0.403
H 5.18889 -0.39607 1.17118 -0.105
C -8.00000 1.33363 -2.78794 -0.509
C 1.32000 2.03769 -1.99259 0.494
H -5.31904 -2.30138 -2.75012 0.475
H -2.97257 -0.79680 -4.85169 0.339
H 0.94174 -4.99686 0.51697 0.277
H 5.05628 -3.46634 3.03117 0.179
Br -2.18636 2.98050 0.87998 -0.061
H -1.33496 0.94529 3.22416 0.235
H 0.67289 1.36085 -4.18809 0.451
H 2.00782 -0.58364 -1.30564 -0.795
H 5.36593 0.36975 -0.54262 0.170
```

Output
- Total charge: +1
- Orbital gap: 7.45 eV

# 2
The following is a quantum chemistry calculation of a structure of composition C21H25N5O2V at a distorted geometry, from the Open Molecules 2025 dataset.

Structure (XYZ):
```
54
Properties=species:S:1:pos:R:3:mulliken_charge:R:1
C 10.78906 10.92984 6.73896 0.723
C 8.29153 10.66358 6.84204 -0.742
H 18.95616 11.93912 6.47743 0.420
H 6.15538 10.24796 7.13344 0.458
H 10.98793 4.88248 7.08438 0.417
C 12.00927 6.75978 6.63556 1.399
C 10.91057 5.71019 6.38822 -1.598
H 10.87003 8.11502 5.32395 0.271
C 17.77140 10.84253 7.86619 -0.642
H 17.06550 12.90087 5.27407 0.438
H 18.61020 10.55162 8.47989 0.430
H 14.39894 8.94340 12.52051 0.481
N 13.50992 7.59455 11.11932 0.062
C 13.58335 8.75610 11.87572 -0.536
C 13.49344 6.27781 6.83194 -1.328
C 7.19379 10.17504 7.53151 -0.485
C 12.37716 7.63037 10.37013 -0.627
H 8.87592 8.91274 10.25313 0.483
H 6.66109 9.16701 9.47375 0.429
C 8.72442 9.34563 9.25258 0.163
O 11.57924 7.32282 7.89048 -0.264
C 14.06495 10.43950 7.65352 0.856
H 10.12187 11.11124 4.78208 0.543
C 11.93134 7.72968 5.44542 -1.369
N 11.76414 8.85325 10.51128 -0.112
H 11.78882 11.46232 5.09495 0.296
O 13.80957 9.54273 8.50603 -0.408
H 14.09254 6.81290 11.30597 0.286
C 16.89815 12.15290 6.03003 -0.753
H 14.80162 11.71611 5.52388 0.416
H 12.06852 6.99568 4.60149 0.585
H 9.87878 6.13534 6.49141 0.363
C 12.51112 9.55948 11.47793 -0.368
H 14.15307 7.11919 6.89237 0.273
H 8.16576 11.18426 5.87851 0.452
H 13.78087 5.56786 6.08973 0.453
H 10.61096 12.72981 5.56742 0.314
C 10.78513 11.63265 5.47960 -1.249
H 16.31376 9.73722 9.03756 0.429
C 9.59352 10.38567 7.28801 0.640
H 13.65771 5.72019 7.79831 0.302
C 15.61313 11.60249 6.23835 -0.278
C 16.49208 10.39567 8.21083 -0.481
H 12.74117 8.51892 5.40685 0.243
C 17.96913 11.63205 6.77284 -0.388
H 11.89358 6.83657 9.85992 0.784
H 10.96055 5.27330 5.41665 0.452
N 11.89995 10.58018 7.44250 0.868
V 11.71026 9.05526 8.62502 0.063
C 15.42217 10.86729 7.40787 0.535
H 12.09551 10.45246 11.89591 0.537
C 7.45597 9.47588 8.78038 -0.759
N 9.76658 9.79694 8.51094 0.227
N 13.09280 10.90333 6.86786 -0.704
```

Output
- Total charge: +3
- Orbital gap (spin up / spin down): 3.84 / 3.84 eV

# 3
The following is a quantum chemistry calculation of the molecule C4H10O, from the Open Molecules 2025 dataset.

Structure (XYZ):
```
15
Properties=species:S:1:pos:R:3:mulliken_charge:R:1
C -1.46487 -0.31581 -0.80673 -1.316
C -0.27290 0.19279 -0.00925 0.528
H -1.85132 -1.24178 -0.36628 0.314
H -1.16033 -0.52847 -1.83661 0.313
H 2.65098 -1.23738 -0.47805 0.232
H -0.97530 -0.39098 1.94532 0.316
H -1.42289 1.26971 1.48810 0.368
C 1.96908 -0.38548 -0.53652 -0.687
H -2.26918 0.42822 -0.82437 0.376
H 2.39609 0.44642 0.04541 0.292
O 0.73453 -0.81135 -0.02678 -0.380
H 1.89395 -0.06866 -1.58915 0.292
H 0.24297 0.89830 1.98354 0.308
C -0.62748 0.51635 1.43806 -1.297
H 0.10892 1.10284 -0.49853 0.342
```

Output
- Energy above the lowest of the compared OMol25 structures with the same formula, charge and spin: 13.9 kcal per mole
- SMILES: COC(C)C
- Orbital gap: 10.78 eV